Molecular formula: C25H39F4Si4
Method: DFT, wB97M-V/def2-TZVPD

Structure (XYZ):
```
72
Properties=species:S:1:pos:R:3:forces:R:3:mulliken_charge:R:1
C 2.364 1.393 4.547 -0.0214 -0.0654 0.0552 -0.971
Si 1.807 1.654 2.760 -0.2147 -0.0011 -0.3685 0.472
C 0.636 3.131 2.707 0.0985 0.2440 0.0396 -1.081
C 3.331 2.015 1.707 0.0660 0.1722 0.0028 -1.058
Si 0.645 -0.241 1.844 0.0199 0.1416 0.6137 -0.311
Si -1.176 -0.678 3.288 0.3013 0.1242 -0.3135 0.292
C -0.590 -0.890 5.068 -0.1294 -0.0316 0.0629 -0.984
C -2.343 0.790 3.130 -0.3189 -0.0185 0.1755 -0.748
C -2.038 -2.232 2.677 -0.2733 -0.1432 0.1746 -0.752
C -0.025 0.036 0.019 -0.0209 -0.0930 -0.1379 0.655
C 0.318 1.327 -0.685 0.4150 -0.0455 -0.4452 -0.861
C -0.605 -0.946 -0.739 0.0919 -0.2867 0.3212 -1.274
Si 2.228 -2.034 2.103 -0.2099 0.0969 -0.3177 0.462
C 2.797 -2.247 3.893 -0.0727 0.0545 0.0502 -0.966
C 1.377 -3.606 1.517 0.1327 -0.2045 -0.0607 -1.015
C 3.724 -1.666 1.018 0.0548 -0.1213 -0.1178 -1.070
H 2.862 2.313 4.895 -0.1348 -0.1994 -0.1518 0.415
H 1.525 1.200 5.230 0.2700 0.0611 -0.2052 0.245
H 3.087 0.573 4.653 -0.2261 0.2735 -0.0292 0.246
H 1.183 4.035 3.016 -0.1868 -0.1709 -0.0676 0.422
H 0.242 3.314 1.696 0.0871 -0.0342 0.2948 0.253
H -0.215 3.005 3.391 0.2496 0.0423 -0.1874 0.301
H 3.788 2.960 2.041 -0.0821 -0.2320 -0.0971 0.417
H 4.093 1.228 1.796 -0.2313 0.2321 -0.0249 0.285
H 3.077 2.130 0.643 0.1096 -0.0358 0.2758 0.269
H -1.467 -1.119 5.693 0.2011 0.0456 -0.1050 0.414
H 0.123 -1.719 5.185 -0.2502 0.2677 -0.0592 0.230
H -0.127 0.021 5.472 -0.1758 -0.2911 -0.1565 0.245
H -3.272 0.574 3.680 0.1683 0.1420 -0.1029 0.459
H -1.911 1.716 3.536 -0.1363 -0.2898 -0.1015 0.302
H -2.616 0.972 2.081 0.1170 -0.0419 0.1927 -0.083
H -2.909 -2.432 3.320 0.1567 -0.0483 -0.1970 0.463
H -2.407 -2.110 1.648 0.0850 -0.0223 0.2219 0.020
H -1.382 -3.114 2.710 -0.2081 0.2677 -0.0167 0.209
H -0.076 1.343 -1.714 0.1822 -0.0846 0.1944 0.263
H -0.112 2.216 -0.193 0.1937 -0.4601 0.1186 0.071
H 1.411 1.466 -0.740 -0.3468 0.1047 0.1143 0.210
H -0.259 -1.023 -1.791 -0.5601 0.1077 0.4456 0.634
H -1.198 -1.776 -0.319 0.9336 0.0889 -0.1563 0.430
H 3.474 -3.114 3.944 -0.1773 0.2005 -0.0843 0.406
H 3.355 -1.377 4.266 -0.1816 -0.3039 -0.1348 0.248
H 1.962 -2.442 4.582 0.2826 0.0602 -0.2080 0.240
H 2.107 -4.430 1.498 -0.2172 0.1309 -0.0155 0.430
H 0.552 -3.901 2.180 0.2413 0.0801 -0.1847 0.281
H 0.981 -3.484 0.498 0.0752 -0.0443 0.2578 0.230
H 4.361 -2.562 0.952 -0.1140 0.2280 0.0126 0.403
H 3.411 -1.404 -0.004 0.1227 -0.0446 0.2600 0.284
H 4.338 -0.845 1.414 -0.1960 -0.2578 -0.1179 0.295
F -3.317 -5.451 -3.123 0.8082 1.6047 -0.5231 -0.293
C -2.738 -4.289 -3.598 -0.6674 -0.9055 0.2445 0.113
C -2.052 -4.362 -4.812 -0.0575 0.6708 0.2395 -0.605
C -1.526 -3.157 -5.287 0.1697 -0.0488 -1.0873 0.296
F -0.892 -3.161 -6.511 -0.7825 0.0288 1.6494 -0.289
C -1.655 -1.956 -4.606 0.0320 0.3175 0.6158 -0.772
C -2.334 -1.900 -3.348 0.6486 -1.6990 -0.4212 1.131
C -2.286 -0.665 -2.612 -0.3563 0.5501 -0.7880 -0.906
C -3.293 -0.104 -1.768 -1.0109 0.7209 1.5968 1.288
C -3.351 1.318 -1.666 0.4714 -0.3640 -0.1861 -0.885
C -4.132 1.923 -0.697 -0.3702 1.1335 -0.0555 0.424
F -4.149 3.302 -0.626 0.0009 -1.8111 -0.1347 -0.320
C -4.916 1.204 0.208 0.6465 -0.2856 -0.5672 -0.751
C -4.839 -0.188 0.104 -0.5778 -0.5502 0.7521 0.463
F -5.484 -0.932 1.069 0.6079 0.8590 -1.3891 -0.365
C -4.141 -0.852 -0.892 0.3781 0.0847 -0.2958 -0.551
C -2.908 -3.115 -2.871 0.1747 0.2325 -0.1856 -0.610
H -1.971 -5.287 -5.379 0.0197 0.2192 0.2019 0.500
H -1.268 -1.028 -5.030 0.0978 -0.3988 0.0070 0.489
H -1.562 0.060 -2.999 -0.5569 -0.1390 -0.1134 0.465
H -2.779 1.918 -2.379 -0.1274 -0.0338 0.4681 0.540
H -5.552 1.696 0.932 0.1475 -0.0519 0.0773 0.488
H -4.224 -1.935 -0.975 0.0419 0.5475 0.4330 0.263
H -3.468 -3.150 -1.944 0.2919 -0.2764 -0.2579 0.562
```
Forces are in eV/Å.

total charge = +1
HOMO = -0.394 hartree
strongest force on any atom = 2.02 eV/Å
lowest unoccupied orbital energy = -0.225 Eh
electronic energy = -2533.1789 Ha
orbital gap = 4.616 eV

Molecular formula: C27H44N2O21S2
Method: DFT, wB97M-V/def2-TZVPD

Structure (XYZ):
```
96
Properties=species:S:1:pos:R:3:forces:R:3:mulliken_charge:R:1
C -2.542 6.514 5.736 0.0033 -1.0738 -0.3330 -0.946
S -3.164 6.596 4.030 -0.5514 1.5407 -0.9641 1.322
O -2.403 7.557 3.264 1.1055 -0.7667 0.4863 -0.684
O -4.567 6.906 3.996 -0.0974 -0.9488 0.8165 -0.635
C -2.843 4.932 3.358 -0.2895 1.0712 0.7154 0.111
C -1.553 4.692 2.998 0.1937 -1.0219 -0.3680 -0.701
C -1.167 3.386 2.486 -0.2004 0.2933 0.3503 0.653
C 0.310 3.108 2.120 -0.9705 -0.4548 -0.0182 -0.797
C 0.277 2.234 0.830 0.2146 1.7267 0.3454 -0.104
O 0.117 2.808 -0.221 0.0673 -0.6611 0.8545 -0.460
C -2.130 2.419 2.350 0.3612 -0.3012 -0.1024 -0.991
C -3.486 2.657 2.723 -1.1851 1.0713 0.5121 0.411
N -4.544 1.827 2.681 0.1577 0.3511 0.2075 -0.654
S -5.808 2.635 3.279 0.1711 0.1573 -0.0817 0.231
N -5.173 4.102 3.620 0.3226 -1.7058 -0.5791 -0.603
C -3.898 3.955 3.258 1.8929 0.2817 -0.1969 0.882
H -1.654 5.858 5.739 -0.2509 0.4869 -0.1048 0.341
H -3.315 5.983 6.314 0.1757 0.4804 -0.0830 0.342
H -2.290 7.508 6.122 -0.3323 -0.2303 -0.2952 0.351
H -0.784 5.467 3.083 -0.4416 -0.1890 -0.0120 0.352
H 0.816 2.607 2.962 -0.1478 0.1328 -0.3121 0.343
H 0.787 4.079 1.927 0.0375 -0.4987 -0.1893 0.391
H 0.357 1.126 0.922 -0.0024 0.3349 -0.1301 0.473
H -1.840 1.439 1.959 -0.3607 0.2315 0.1746 0.363
C -10.300 1.773 5.148 0.0211 0.3325 0.0408 -0.549
O -10.785 0.428 5.133 0.0109 -0.0388 0.0041 -0.342
C -9.864 -0.481 4.817 -0.2148 -0.0020 -0.0020 0.834
O -8.710 -0.257 4.557 0.0258 -0.0042 -0.0643 -0.495
O -10.441 -1.682 4.839 0.0043 0.0304 0.0218 -0.346
C -9.563 -2.762 4.518 0.1047 -0.2989 -0.0680 -0.571
H -11.136 2.414 5.417 -0.1040 -0.2047 0.0063 0.225
H -9.515 1.891 5.894 0.0704 -0.0502 -0.1111 0.236
H -9.939 2.063 4.162 0.1086 -0.0715 0.0555 0.274
H -8.749 -2.824 5.239 0.0460 0.0928 -0.0912 0.237
H -9.172 -2.652 3.508 0.0936 0.0865 0.0814 0.285
H -10.146 -3.678 4.570 -0.1609 0.1517 0.0616 0.229
C 0.619 2.078 -2.701 0.0275 0.0486 -0.2605 -0.498
O 0.512 1.211 -3.839 0.0927 0.0206 -0.0921 -0.365
C 1.561 0.415 -4.018 -0.2429 0.0432 -0.1498 0.827
O 2.544 0.374 -3.319 -0.3727 -0.3156 -0.1456 -0.631
O 1.341 -0.330 -5.101 0.0413 0.0071 0.0474 -0.331
C 2.399 -1.239 -5.415 0.1780 -0.2617 -0.1915 -0.631
H -0.286 2.674 -2.655 -0.0687 -0.1763 -0.1817 0.273
H 0.702 1.501 -1.791 0.1351 -0.1491 -0.1650 0.222
H 1.473 2.747 -2.812 0.0466 -0.1008 0.0567 0.272
H 2.546 -1.952 -4.604 0.0771 0.1149 0.0423 0.279
H 3.322 -0.699 -5.623 -0.0020 -0.0103 0.1405 0.283
H 2.107 -1.785 -6.308 -0.1653 0.1256 0.0254 0.248
C 3.021 -5.681 -9.308 -0.2539 -0.0273 -0.1893 -0.633
O 4.278 -5.949 -8.685 0.0248 -0.0118 0.0100 -0.311
C 4.646 -5.039 -7.781 0.1276 -0.1184 -0.0077 0.772
O 4.020 -4.059 -7.471 -0.0552 0.0326 0.0086 -0.547
O 5.825 -5.406 -7.281 -0.0276 -0.0301 -0.0383 -0.211
C 6.348 -4.517 -6.291 0.2864 0.1271 0.2722 -0.586
H 2.834 -6.484 -10.017 0.2015 -0.0683 0.0813 0.214
H 2.220 -5.672 -8.569 0.0521 0.1374 0.0071 0.292
H 3.053 -4.736 -9.849 -0.0331 0.0422 0.1379 0.289
H 5.680 -4.462 -5.432 -0.0758 0.0938 -0.1064 0.298
H 6.513 -3.526 -6.712 -0.1627 0.0001 0.0221 0.295
H 7.303 -4.921 -5.963 -0.0634 -0.2014 -0.1783 0.142
C 5.645 6.637 -3.196 0.0790 0.2866 -0.0075 -0.636
O 5.224 5.351 -3.647 -0.0008 -0.0015 -0.0175 -0.323
C 5.096 4.443 -2.675 -0.0580 -0.1248 -0.1388 0.808
O 5.303 4.632 -1.504 0.0073 0.0561 -0.0034 -0.553
O 4.700 3.298 -3.227 0.0142 0.1122 0.0145 -0.291
C 4.520 2.225 -2.297 0.2121 -0.4404 0.1276 -0.512
H 5.712 7.281 -4.070 -0.0679 -0.1904 -0.1006 0.222
H 4.918 7.060 -2.504 0.0872 -0.0798 0.0909 0.288
H 6.628 6.578 -2.729 -0.0918 -0.0300 0.1153 0.292
H 3.748 2.473 -1.569 0.1004 0.0627 0.0387 0.225
H 5.459 1.992 -1.794 -0.0324 0.2298 0.1084 0.354
H 4.199 1.353 -2.857 0.1276 0.3986 -0.0535 0.185
C -7.311 -0.535 7.398 0.0710 -0.2138 -0.2858 -0.651
O -6.984 0.587 8.222 0.0024 0.0428 0.0411 -0.284
C -7.277 0.422 9.513 0.0554 0.0942 -0.0760 0.730
O -7.772 -0.556 10.006 0.0002 0.0040 0.0145 -0.536
O -6.925 1.534 10.162 0.0148 0.0157 -0.0418 -0.321
C -7.183 1.499 11.566 -0.0181 0.0886 0.3052 -0.635
H -7.031 -0.287 6.379 0.0135 0.2238 0.1048 0.243
H -6.750 -1.416 7.709 -0.1360 -0.0008 0.1413 0.400
H -8.383 -0.732 7.426 0.0465 -0.0700 0.1279 0.234
H -6.618 0.698 12.041 -0.1243 -0.0715 -0.0479 0.294
H -8.249 1.380 11.758 0.0463 -0.1424 -0.0175 0.291
H -6.857 2.450 11.979 0.0520 0.0353 -0.2202 0.218
C 8.395 -8.746 -7.676 -0.2668 -0.0204 -0.1965 -0.609
O 9.656 -9.031 -7.065 0.0377 -0.0135 0.0184 -0.311
C 10.037 -8.132 -6.158 0.0498 -0.1579 -0.0873 0.810
O 9.422 -7.149 -5.838 -0.0097 0.0823 0.0510 -0.544
O 11.219 -8.511 -5.668 -0.0164 -0.0191 -0.0227 -0.334
C 11.752 -7.632 -4.678 0.1968 0.1255 0.2184 -0.619
H 8.195 -9.542 -8.389 0.2082 -0.0733 0.0816 0.225
H 7.600 -8.735 -6.931 0.0540 0.1472 0.0055 0.289
H 8.431 -7.798 -8.210 -0.0409 0.0443 0.1464 0.284
H 11.089 -7.577 -3.815 -0.0577 0.1001 -0.0921 0.290
H 11.920 -6.640 -5.095 -0.1421 0.0046 0.0390 0.292
H 12.706 -8.044 -4.360 -0.0596 -0.1581 -0.1546 0.218
```
Forces are in eV/Å.

HOMO = -0.355 hartree
strongest force on any atom = 1.92 eV/Å
lowest unoccupied orbital energy = -0.044 Eh
electronic energy = -3541.1226 Ha
orbital gap = 8.459 eV

Molecular formula: C3H3HoO3
Method: DFT, wB97M-V/def2-TZVPD

Structure (XYZ):
```
10
Properties=species:S:1:pos:R:3:forces:R:3:nbo_charge:R:1
H -1.180 -5.814 2.217 -0.0043 -0.0946 -0.0027 0.511
O -0.570 -7.054 0.605 3.0132 -2.5405 0.0791 -0.754
C -0.913 -5.824 0.349 0.0031 1.4988 0.7276 0.999
O -1.267 -5.201 1.476 -0.3694 0.9339 -0.6224 -0.658
O -0.930 -5.283 -0.741 0.5615 -0.2251 0.3029 -0.688
Ho 1.901 -5.329 -2.199 -0.4886 -0.1900 0.5814 0.952
H 2.882 -8.793 0.663 -0.3297 0.0126 0.5253 0.192
C 2.925 -8.260 1.614 -0.5890 -0.2336 -1.9559 -0.876
C 3.777 -7.849 2.417 0.2575 0.6754 0.7966 -0.231
H 0.426 -7.193 0.906 -2.0544 0.1631 -0.4320 0.552
```
Forces are in eV/Å.

HOMO (alpha / beta) = -0.262 / -0.260 hartree
multiplicity = 5
strongest force on any atom = 3.94 eV/Å
lowest unoccupied orbital energy (alpha / beta) = -0.037 / -0.091 Eh
electronic energy = -1289.5472 Ha
orbital gap (alpha / beta) = 6.124 / 4.606 eV